No. 1
ORCA calculation (ωB97M-V/def2-TZVPD) on a structure of composition C24H24CdFNO5 in a non-equilibrium geometry.

Summary:
Total charge: +2
LUMO level (eV): -11.236
Orbital gap (eV): 2.17
Calculated total energy (eV): -44240.2651

Last column: natural (NBO) charge in e.
Element x y z (Å)
Cd1 4.413 4.803 0.959  1.033
F1 -3.132 -4.531 2.186  -0.383
O1 -1.001 6.332 1.064  -0.502
O2 0.921 4.519 -2.374  -0.544
O3 4.692 0.702 0.864  -0.493
O4 0.652 -1.404 3.585  -0.446
O5 0.557 6.337 -0.817  -0.539
N1 0.452 -4.557 -1.771  -0.549
C1 0.045 3.526 2.919  -0.133
C2 3.363 0.510 0.844  0.478
C3 2.662 -0.842 0.154  0.032
C4 1.391 -1.481 1.027  -0.092
C5 0.621 -2.779 0.385  0.059
C6 -2.916 -3.115 -2.948  -0.646
C7 1.454 5.784 1.740  -0.494
C8 -0.138 1.886 3.144  -0.119
C9 0.960 -0.743 2.465  0.511
C10 1.140 -3.369 -1.066  0.338
C11 1.292 4.165 2.008  -0.009
C12 0.275 6.167 0.617  0.772
C13 -3.025 -3.051 2.292  0.035
C14 2.433 3.187 1.323  -0.254
C15 0.028 5.226 -1.627  0.777
C16 -2.063 -2.564 1.016  -0.441
C17 -1.814 -4.354 -3.152  -0.441
C18 2.266 1.568 1.533  -0.016
C19 -0.662 -3.427 1.173  -0.495
C20 3.218 -1.445 -1.265  -0.168
C21 2.446 -2.744 -1.903  -0.175
C22 -0.256 -3.876 -2.960  -0.244
C23 -1.543 4.774 -1.760  -0.749
C24 0.991 0.928 2.406  -0.083
H1 -0.327 -4.931 -1.183  0.399
H2 -3.552 -2.949 -3.943  0.248
H3 -1.980 5.103 -2.819  0.292
H4 3.337 3.569 0.665  0.081
H5 -2.652 -2.924 0.042  0.237
H6 -2.393 -2.818 3.278  0.184
H7 -0.909 -4.534 0.881  0.265
H8 -1.616 3.585 -1.764  0.263
H9 -3.717 -3.392 -2.115  0.228
H10 -0.401 -3.444 2.335  0.282
H11 -1.910 -1.403 1.013  0.222
H12 -2.124 -5.246 -2.444  0.232
H13 2.480 5.951 1.157  0.151
H14 -1.024 1.414 3.789  0.305
H15 1.399 6.446 2.703  0.316
H16 -4.056 -2.491 2.309  0.215
H17 -0.728 4.276 3.406  0.295
H18 2.817 -3.178 -2.936  0.296
H19 0.376 -3.956 -3.961  0.238
H20 -0.297 -2.707 -2.720  0.194
H21 -2.257 5.208 -0.938  0.270
H22 4.148 -0.958 -1.813  0.298
H23 -1.930 -4.665 -4.299  0.258
H24 -2.409 -2.088 -2.701  0.207

Atoms 1-6, force components in eV/Å:
2.3 1.9 0.7
-0.1 3.2 0.2
8.9 -1.3 -2.9
-5.5 5.2 5.4
-8.5 -0.8 -0.4
1.8 4.3 -7.5

***

No. 2
ORCA calculation (ωB97M-V/def2-TZVPD) on a structure of composition C34H35Cl2EuGe2N3OS2 in a non-equilibrium geometry.

Summary:
Energy relative to the best compared isomer or geometry (same formula, charge and spin) (kJ/mol): 174.36
LUMO level (alpha / beta) (eV): -0.123 / -2.542
Orbital gap (alpha / beta) (eV): 7.82 / 5.54
<S²>: 15.786
2S+1: 8
Calculated total energy (eV): -221419.7272

Last column: Mulliken spin population.
Element x y z (Å)
Eu1 0.028 -1.971 2.849  6.139
Ge1 -1.532 5.587 -1.449  0.000
Ge2 -0.659 3.188 -1.305  0.000
Cl1 -1.005 2.443 0.721  0.000
Cl2 -1.163 0.163 4.455  -0.002
S1 2.509 -2.605 4.099  0.288
S2 0.258 -4.725 2.430  0.341
O1 -3.293 -2.517 -0.169  0.000
N1 -2.310 -3.053 3.146  -0.001
N2 -1.491 -1.716 1.038  -0.016
N3 1.350 -1.597 0.770  -0.008
C1 -3.393 5.643 -0.881  0.000
C2 4.269 -4.495 3.242  -0.008
C3 -3.344 0.393 -2.955  0.000
C4 3.825 -6.430 1.976  0.054
C5 1.745 3.640 -2.784  0.000
C6 3.048 3.324 -3.192  0.000
C7 -3.744 -4.553 4.322  0.005
C8 2.580 -6.043 1.903  -0.013
C9 0.607 -1.365 -0.356  -0.002
C10 0.636 0.217 3.804  -0.024
C11 3.310 -1.339 -0.544  0.002
C12 -1.384 6.702 -3.042  0.000
C13 3.874 2.683 -2.274  0.000
C14 1.270 3.095 -1.586  -0.001
C15 -0.905 -1.243 -0.206  -0.017
C16 2.931 -4.148 3.269  0.104
C17 2.074 2.432 -0.665  0.001
C18 -2.645 -0.214 -3.988  0.000
C19 -2.747 1.390 -2.161  0.000
C20 -0.285 6.311 -0.131  0.000
C21 -3.105 -3.150 2.078  -0.007
C22 -2.660 -3.743 4.249  -0.009
C23 2.552 -0.999 -1.620  0.000
C24 -2.609 -2.405 0.830  0.001
C25 2.693 -1.736 0.662  -0.003
C26 -0.759 1.252 -3.451  0.000
C27 3.412 2.260 -0.997  0.000
C28 4.767 -5.498 2.567  0.076
C29 -1.336 0.212 -4.211  0.000
C30 1.193 -1.086 -1.567  0.002
C31 -4.501 -4.797 3.077  0.000
C32 -4.181 -4.049 1.990  -0.002
C33 1.981 -4.955 2.494  0.094
C34 -1.462 1.873 -2.460  0.000
H1 -0.809 -0.269 -5.017  0.000
H2 3.158 -0.586 -2.449  0.000
H3 4.813 -3.596 3.487  -0.003
H4 3.205 -1.907 1.619  -0.005
H5 1.304 0.363 4.634  0.002
H6 -0.777 7.221 0.239  0.000
H7 3.356 3.572 -4.235  0.000
H8 4.370 -1.247 -0.457  0.000
H9 0.623 1.175 3.146  0.001
H10 1.846 1.931 0.268  0.000
H11 -4.347 0.094 -2.657  0.000
H12 -3.736 4.857 -0.254  0.000
H13 0.596 -0.914 -2.427  0.000
H14 -1.377 -1.663 -1.049  -0.002
H15 -3.135 -0.959 -4.694  0.000
H16 -4.774 -4.119 1.087  0.000
H17 -5.386 -5.370 3.102  0.000
H18 0.735 6.497 -0.422  0.000
H19 -1.986 -3.538 5.006  0.003
H20 4.090 1.702 -0.276  0.000
H21 -3.580 6.650 -0.313  0.000
H22 -3.996 5.622 -1.730  0.000
H23 -0.367 6.950 -3.336  0.000
H24 -3.331 1.974 -1.376  0.000
H25 5.842 -5.648 2.499  0.004
H26 -1.129 -0.226 -0.342  0.002
H27 -1.878 7.651 -2.958  0.000
H28 1.057 4.241 -3.412  0.000
H29 4.209 -7.070 1.225  0.004
H30 -0.233 5.682 0.796  0.000
H31 -4.034 -5.039 5.246  0.000
H32 1.865 -6.684 1.335  -0.003
H33 0.238 1.591 -3.755  0.000
H34 -1.738 6.263 -3.984  0.000
H35 4.908 2.424 -2.524  0.000

Atoms 1-6, force components in eV/Å:
-1.1 0.7 0.1
0.8 -1.0 0.4
-0.1 1.3 -0.5
-0.1 0.2 0.0
0.9 -0.3 -0.2
0.3 -2.0 -0.9

***

Which formula does entry 1 have? C24H24CdFNO5

***

The highest calculated total energy belongs to which entry? C24H24CdFNO5

***

Among the records above, which one has the lowest calculated total energy? C34H35Cl2EuGe2N3OS2

***

Which formula does entry 1 have? C24H24CdFNO5